Entry 1:
The following is a quantum chemistry calculation of a molecular structure, C13H27F3Li2NO4 in a non-equilibrium geometry, from the Open Molecules 2025 dataset.

For the highest occupied orbital energy, the calculation gives -11.5 eV. The orbital gap is 6.54 eV. The calculation puts the LUMO energy at -4.96 eV.

```
! RIJCOSX wB97M-V def2-TZVPD def2/J DEFGRID3
* xyz 1 1
Li -3.69 2.28 -1.15
Li -1.35 -0.04 -1.68
O -1.34 1.92 0.20
H -1.12 2.07 1.14
C -0.17 -3.09 -4.06
C 0.98 -2.36 -3.40
N 0.76 -1.74 -2.11
C 0.51 -2.79 -1.11
C -0.16 -2.27 0.21
C 1.87 -0.78 -1.68
C 1.96 0.48 -2.54
H -1.08 -2.52 -4.29
H -0.41 -4.01 -3.52
H 0.25 -3.51 -4.97
H 1.84 -3.02 -3.34
H 1.26 -1.59 -4.12
H -0.28 -3.46 -1.45
H 1.42 -3.36 -0.95
H -0.37 -3.13 0.84
H 0.53 -1.61 0.74
H -0.99 -1.60 -0.03
H 2.84 -1.27 -1.64
H 1.70 -0.46 -0.65
H 2.37 0.25 -3.52
H 2.64 1.25 -2.17
H 1.00 1.00 -2.59
C 1.00 0.14 4.83
C 0.64 -1.21 5.54
O -0.62 -1.67 5.08
C -1.18 -2.81 5.65
O -0.66 -3.54 6.50
C -2.50 -3.30 4.98
F -2.96 -2.33 4.15
F -2.29 -4.39 4.26
F -3.41 -3.48 5.89
H 0.17 0.85 4.79
H 1.31 -0.04 3.80
H 1.86 0.57 5.34
H 0.67 -0.97 6.61
H 1.41 -1.97 5.45
C -0.26 5.82 -1.22
C -1.04 5.61 -2.55
O -2.17 5.27 -2.60
C -0.24 5.77 -3.85
H 0.02 6.86 -1.02
H 0.51 5.08 -1.02
H -0.99 5.60 -0.44
H 0.33 6.68 -3.66
H -0.97 5.91 -4.65
H 0.43 4.92 -4.00
*
```

***

Entry 2:
The following is a quantum chemistry calculation of 2 unconnected molecules or ions with the total composition C13H27FN2O6S in a non-equilibrium geometry, from the Open Molecules 2025 dataset.

For the highest occupied orbital energy, the calculation gives -10.7 eV. As for the SMILES: CCOC(=O)CCCN(CON=O)S(=O)(=O)F.CCCCCC. The orbital gap is 9.93 eV. The calculation puts the LUMO energy at -0.79 eV.

```
! RIJCOSX wB97M-V def2-TZVPD def2/J DEFGRID3
* xyz 0 1
C 5.52 2.82 1.02
C 4.96 4.02 0.27
O 4.12 4.84 1.09
C 2.84 4.33 1.24
O 2.49 3.89 2.32
C 1.94 4.41 0.03
C 0.52 3.94 0.34
C 0.23 2.48 -0.01
N 1.09 1.51 0.71
C 2.28 1.11 0.00
O 1.97 0.60 -1.31
N 3.05 0.95 -2.19
O 2.66 1.49 -3.13
S 0.25 0.23 1.31
O -0.89 0.68 2.02
O 1.15 -0.54 2.11
F -0.20 -0.63 0.11
H 4.77 2.34 1.65
H 6.38 3.10 1.60
H 5.86 2.09 0.30
H 4.43 3.67 -0.61
H 5.78 4.64 -0.05
H 1.91 5.44 -0.31
H 2.33 3.85 -0.81
H 0.24 4.11 1.37
H -0.15 4.54 -0.27
H -0.79 2.30 0.29
H 0.25 2.37 -1.09
H 2.99 1.91 -0.07
H 2.77 0.33 0.57
C -4.51 -5.37 -2.07
C -4.89 -4.59 -0.81
C -4.40 -3.14 -0.83
C -2.88 -2.97 -0.88
C -2.12 -3.65 0.26
C -2.47 -3.09 1.64
H -3.43 -5.45 -2.18
H -4.91 -6.39 -2.02
H -4.91 -4.89 -2.96
H -4.51 -5.11 0.07
H -5.98 -4.58 -0.72
H -4.79 -2.62 0.05
H -4.83 -2.63 -1.69
H -2.65 -1.90 -0.88
H -2.50 -3.36 -1.83
H -1.05 -3.51 0.09
H -2.29 -4.73 0.25
H -2.27 -2.02 1.69
H -1.88 -3.58 2.41
H -3.52 -3.24 1.88
*
```

***

Entry 3:
The following is a quantum chemistry calculation of a molecular structure, C13H27I2OP2Sm in a non-equilibrium geometry, from the Open Molecules 2025 dataset.

For the highest occupied orbital energy (spin up / spin down), the calculation gives -14.8 / -14.7 eV. The orbital gap (spin up / spin down) is 6.69 / 6.99 eV. The calculation puts the LUMO energy (spin up / spin down) at -8.11 / -7.67 eV.

```
! RIJCOSX wB97M-V def2-TZVPD def2/J DEFGRID3
* xyz 2 6
I 0.28 -0.63 -6.63
I -0.30 1.90 -5.96
Sm 0.00 -0.25 -1.66
P -2.49 -0.19 -1.45
C -3.30 1.32 -1.06
C -2.98 -0.72 -3.08
H -4.06 -0.87 -3.02
H -4.06 -1.55 -0.41
H -2.48 -1.65 -3.36
H -2.47 -2.39 -0.50
H -3.04 2.11 -1.78
H -2.74 0.04 -3.83
C -2.98 -1.44 -0.29
H -4.37 1.11 -1.12
H -2.74 -1.14 0.73
H -3.04 1.67 -0.06
P 2.49 -0.10 -1.44
C 3.25 1.43 -1.05
C 3.03 -1.33 -0.28
H 2.54 -1.56 -3.35
H 4.10 -0.72 -3.01
H 2.75 0.14 -3.82
C 3.01 -0.61 -3.07
H 2.55 -2.30 -0.49
H 4.11 -1.41 -0.40
H 4.33 1.26 -1.10
H 2.97 1.77 -0.04
H 2.77 -1.04 0.74
H 2.96 2.22 -1.76
C -0.03 1.87 -0.95
O -0.06 3.07 -0.62
C -1.26 0.73 3.91
C 0.00 0.00 3.36
C 1.26 0.73 3.91
C 0.00 -1.45 3.91
C 0.00 0.00 1.98
C 0.00 -0.01 0.74
H -1.29 0.74 5.00
H -2.16 0.22 3.55
H -1.28 1.76 3.55
H 1.29 0.74 5.00
H 2.16 0.22 3.55
H 1.28 1.76 3.55
H -0.89 -1.98 3.55
H 0.89 -1.98 3.55
H 0.00 -1.48 5.01
*
```

***

| no. | total energy (eV) |
| --- | --- |
| 1 | -32154.1019 |
| 2 | -42733.2192 |
| 3 | -68629.7000 |